# C42H54N6O12

A 10-piece molecular cluster, C42H54N6O12 overall (ωB97M-V with the def2-TZVPD basis set, the Open Molecules 2025 dataset).

Last column: Mulliken charge in e.
Element x y z (Å)
C  12.919  9.893  19.966  -0.02
H  11.008  14.959  15.899  -0.16
H  10.711  13.479  19.787  -0.14
H  14.615  11.854  21.223  0.38
H  14.385  15.299  23.761  0.48
H  10.917  13.772  14.648  -0.65
H  11.640  17.487  10.470  0.45
N  14.594  13.779  20.254  0.26
C  16.216  14.558  15.754  -1.01
C  15.122  10.685  12.637  -0.63
H  11.620  13.912  21.348  0.19
H  9.743  15.267  14.749  0.26
O  8.596  12.193  17.317  -0.45
C  16.238  10.886  18.575  0.37
C  12.057  17.307  12.583  -0.25
C  9.421  17.893  12.757  -0.28
H  16.379  11.789  16.536  0.21
H  13.482  13.345  10.281  0.65
C  11.646  16.481  18.770  -0.55
O  11.258  9.957  15.287  -0.39
H  13.698  12.233  12.403  -0.21
C  15.406  9.332  12.401  -0.19
H  9.660  10.653  18.171  0.34
N  16.852  8.558  18.710  -0.57
N  9.934  17.741  11.550  -0.61
H  9.095  12.247  13.289  0.02
C  14.374  13.496  22.631  -0.83
C  15.390  14.458  14.637  -0.45
C  11.257  17.521  11.447  -0.47
C  10.208  17.835  13.932  -0.50
H  12.923  8.552  10.402  0.35
N  14.139  13.988  14.692  0.10
C  14.508  12.967  21.324  -0.11
C  11.653  13.404  9.354  -0.40
H  16.221  9.664  20.434  0.30
O  9.403  10.592  14.412  -0.34
C  13.982  11.232  12.118  0.61
C  7.311  15.789  17.080  -0.59
O  12.014  11.811  22.705  -0.59
H  15.706  11.258  13.347  0.32
H  15.840  11.758  19.065  0.12
H  11.158  16.002  19.672  0.26
H  17.209  14.990  15.595  0.38
H  7.681  11.185  13.585  0.27
H  14.430  12.858  23.438  0.57
H  8.375  18.174  12.836  0.36
H  12.120  12.999  8.482  0.44
H  6.810  15.982  18.049  0.33
H  11.958  9.935  19.417  0.03
O  9.056  15.664  19.135  -0.62
H  8.775  14.111  10.855  0.50
N  14.623  8.566  11.627  -0.64
C  10.926  13.201  20.825  -0.35
H  9.001  11.873  19.342  0.20
H  16.273  8.890  12.860  0.36
C  17.081  8.550  17.394  -0.40
O  8.569  16.459  17.061  -0.24
H  12.516  14.278  12.469  0.86
C  16.471  9.705  19.293  -0.27
C  9.663  12.877  16.895  0.62
H  6.839  16.294  16.208  0.21
C  8.907  11.337  18.399  -0.77
C  16.821  9.690  16.625  -0.59
C  12.046  11.346  21.606  0.51
H  9.022  10.697  12.398  0.26
O  9.242  13.778  15.980  -0.42
H  12.203  17.367  19.090  0.41
H  9.814  18.036  14.882  0.53
C  10.288  13.602  9.461  -0.58
C  9.810  14.048  10.685  -0.56
C  12.454  13.544  10.426  -1.25
H  12.532  13.194  15.939  -0.05
H  13.118  9.997  14.312  -0.08
H  13.085  16.934  12.511  0.36
H  17.284  7.579  16.894  0.33
C  13.214  10.418  11.321  0.07
H  15.695  14.657  13.578  0.44
C  14.477  15.663  21.692  -0.72
C  14.518  15.092  20.425  -0.49
H  12.253  10.857  11.061  0.31
O  10.800  12.606  17.196  0.14
O  10.530  16.936  17.856  -0.36
O  11.425  11.864  20.543  0.10
H  17.057  9.659  15.576  0.44
H  12.136  17.254  14.774  0.36
H  7.955  10.795  18.537  0.33
H  12.975  9.094  15.903  0.25
C  10.276  14.465  15.267  0.59
C  8.704  11.260  13.329  -0.40
C  16.454  10.908  17.177  0.10
H  10.092  13.104  21.484  0.39
C  14.419  14.844  22.825  -0.72
H  12.292  15.741  18.244  0.08
H  13.620  10.658  19.513  -0.16
N  10.632  14.277  11.765  0.16
C  12.740  10.011  15.325  0.05
H  9.623  13.269  8.663  0.38
H  7.502  14.688  16.934  0.15
H  14.458  16.751  21.848  0.37
H  16.378  14.059  17.886  0.39
C  13.583  13.660  15.869  -0.34
C  9.329  16.316  18.161  0.96
H  13.906  13.377  17.943  0.78
C  11.526  17.418  13.856  0.07
C  15.712  14.138  16.995  -0.22
H  14.710  15.702  19.612  0.70
C  10.751  10.762  14.380  0.22
C  14.398  13.703  17.040  -0.01
C  13.584  9.110  11.061  -0.47
H  13.063  10.916  15.830  -0.02
O  12.746  10.236  21.348  -0.40
C  11.935  14.102  11.585  -0.10
H  13.380  8.961  19.875  0.39
O  11.413  11.491  13.692  0.18

LUMO: 0.019 Ha
Frontier orbital gap: 9.77 eV
Charge: 0
Energy above the lowest of the compared OMol25 structures with the same formula, charge and spin: 0.0 kcal per mole
Total energy: -77937.509 eV


# C42H54O9S

A 9-piece molecular cluster, C42H54O9S overall (ωB97M-V with the def2-TZVPD basis set, the Open Molecules 2025 dataset).

Last column: Mulliken charge in e.
Element x y z (Å)
H  7.372  -5.248  -7.804  0.29
H  0.812  -3.115  0.713  0.29
C  1.586  -4.119  10.492  -0.85
O  6.057  -3.021  -5.116  -0.62
H  2.196  4.764  8.407  0.34
H  5.541  -3.230  -9.198  0.28
H  1.475  8.888  -1.792  0.35
C  2.605  11.960  -1.006  -0.34
H  1.163  -11.786  3.546  0.35
C  -1.615  -11.296  0.798  -0.32
C  -8.867  1.130  -3.848  -0.30
H  -1.796  -13.467  0.825  0.34
H  -6.391  0.520  -6.006  0.34
C  -8.426  0.024  4.303  -0.47
S  2.171  -2.631  9.593  0.50
H  -0.517  -3.467  -1.713  0.28
C  5.712  -4.024  -8.471  -0.35
C  -1.296  -1.434  -1.194  -0.40
H  2.975  3.008  6.664  0.35
H  6.672  4.098  -4.773  0.27
O  5.928  4.139  -7.396  -0.65
H  2.032  -2.559  7.063  0.32
C  0.371  -11.744  2.812  -0.39
H  -9.937  -0.371  2.762  0.26
H  2.977  12.449  -0.117  0.32
H  2.036  10.250  0.132  0.34
H  0.703  -4.545  10.016  0.32
O  0.530  -1.127  0.241  -0.34
C  -7.137  2.761  -3.472  -0.27
C  7.190  -4.233  -8.158  -0.62
C  1.813  4.757  7.398  -0.20
H  -2.344  -11.061  0.037  0.36
H  -9.830  0.667  -3.695  0.33
H  -8.978  2.821  -2.443  0.36
H  4.305  4.144  -3.478  0.27
H  7.769  -4.078  -9.069  0.36
C  4.524  3.325  -4.163  -0.45
C  1.179  5.092  4.709  -0.60
C  2.810  12.504  -2.305  -0.37
C  0.905  5.753  6.987  -0.45
C  1.960  10.391  -3.232  -0.47
H  -1.539  -9.312  1.369  0.31
C  -0.690  -2.864  -0.821  -0.40
C  -1.278  -12.604  1.218  -0.37
H  2.559  3.414  4.527  0.31
H  5.297  -4.941  -8.891  0.28
C  5.286  3.804  -6.340  0.52
H  -7.811  0.672  3.679  0.25
C  3.473  3.308  -5.172  -0.35
H  -5.327  2.431  -4.639  0.35
C  -9.382  -0.852  3.566  -0.33
H  -1.327  -1.233  -2.265  0.25
H  0.847  -3.681  7.800  0.31
C  -0.343  -0.455  -0.572  0.53
H  2.530  -4.118  7.665  0.31
C  -0.189  -12.817  2.079  -0.35
H  0.494  -9.675  2.894  0.31
C  0.577  5.890  5.671  -0.11
H  7.711  -2.355  -7.448  0.24
C  7.570  -3.349  -7.022  -0.32
H  1.452  -2.662  -0.830  0.24
H  2.607  12.142  -4.386  0.34
H  8.484  -3.679  -6.529  0.29
C  -8.093  0.466  -4.815  -0.34
O  -8.422  -1.732  2.964  -0.34
H  2.600  3.910  -4.917  0.34
C  1.905  9.864  -1.963  -0.31
O  -0.218  0.801  -0.834  -0.62
H  -6.435  -0.581  5.180  0.27
C  -6.816  0.986  -5.129  -0.28
O  -6.464  -2.720  3.472  -0.61
H  0.226  -13.795  2.271  0.34
O  4.019  3.539  -6.423  -0.30
H  -2.340  -1.374  -0.888  0.27
O  3.676  -2.661  9.901  -0.62
H  -10.052  -1.506  4.125  0.26
C  2.474  11.688  -3.416  -0.25
C  -7.326  -1.873  3.736  0.56
H  -8.399  -0.388  -5.402  0.36
H  -6.733  3.641  -2.994  0.36
C  -8.425  2.283  -3.199  -0.43
H  3.185  13.508  -2.442  0.36
C  -0.044  -10.485  2.424  -0.22
H  3.189  2.256  -5.148  0.23
C  -6.317  2.076  -4.394  -0.47
H  -1.365  -3.408  -0.161  0.25
H  0.553  6.479  7.704  0.33
C  1.990  4.056  5.184  -0.07
C  6.286  -3.404  -6.283  0.50
C  0.603  -2.504  -0.165  -0.35
C  5.868  3.394  -4.987  -0.35
H  4.605  2.377  -3.630  0.25
H  1.843  9.763  -4.103  0.34
H  -9.042  0.570  5.017  0.32
C  1.859  -3.282  7.861  -0.89
H  2.486  -4.727  10.586  0.30
C  -7.418  -0.954  4.896  -0.41
H  6.332  2.412  -5.067  0.22
C  2.248  3.791  6.508  -0.57
H  0.839  5.309  3.707  0.34
H  -7.860  -1.446  5.762  0.24
O  5.250  -3.584  -7.134  -0.32
H  -0.090  6.694  5.398  0.34
C  -1.034  -10.257  1.509  -0.35
H  1.422  -3.811  11.525  0.30
C  2.200  10.677  -0.846  -0.30

LUMO: 0.016 Ha
Frontier orbital gap: 9.46 eV
Charge: 0
Total energy: -73687.541 eV


- Look up the frontier orbital gap of the first one.
  9.77 eV


- Number 2 is which compound?
  C42H54O9S


- Which value of total energy does entry 2 give?
  -73687.541 eV